{"formula": "C33H45F3O9P2SSn", "method": "ωB97M-V/def2-TZVPD", "spin_multiplicity": 1, "homo_ev": 0.01, "charge": -2, "energy_ev": -96779.4571, "orbital_gap_ev": 3.9181, "elements": ["Sn", "S", "P", "P", "F", "F", "F", "O", "O", "O", "O", "O", "O", "O", "O", "O", "C", "C", "C", "C", "C", "C", "C", "C", "C", "C", "C", "C", "C", "C", "C", "C", "C", "C", "C", "C", "C", "C", "C", "C", "C", "C", "C", "C", "C", "C", "C", "C", "C", "H", "H", "H", "H", "H", "H", "H", "H", "H", "H", "H", "H", "H", "H", "H", "H", "H", "H", "H", "H", "H", "H", "H", "H", "H", "H", "H", "H", "H", "H", "H", "H", "H", "H", "H", "H", "H", "H", "H", "H", "H", "H", "H", "H", "H"], "xyz": [[6.41670, -18.58455, -6.43039], [5.94126, -20.52542, -9.14946], [3.23914, -19.36484, -4.99024], [8.51115, -17.59112, -4.44514], [7.83446, -20.77790, -11.03251], [5.90984, -20.12732, -11.70828], [7.18215, -18.68573, -10.76357], [8.26108, -20.99997, -3.41804], [2.32215, -20.24007, -5.98503], [2.86822, -17.93705, -4.75109], [3.16131, -20.23350, -3.71329], [5.87388, -21.97003, -9.22449], [6.85796, -20.07477, -8.05223], [4.63272, -19.93338, -9.04538], [4.69193, -19.49723, -5.58012], [7.47819, -20.15755, -5.37456], [2.83105, -17.25697, -9.23608], [11.52446, -15.20155, -5.79865], [4.52562, -15.66317, -10.35952], [10.87601, -14.38281, -6.77463], [8.65232, -16.95839, -2.69080], [0.26731, -18.85874, -5.92157], [4.68152, -14.05051, -8.66240], [5.04574, -19.64860, -2.43892], [8.11774, -17.23024, -0.29237], [9.60403, -14.71597, -7.14730], [8.87266, -15.61269, -2.37207], [8.29294, -15.88948, -0.04151], [3.54369, -19.95570, -2.29138], [3.77212, -15.03547, -8.19216], [8.35037, -17.82121, -1.56033], [0.54684, -20.72106, -7.44286], [9.42127, -16.48354, -5.51546], [2.65351, -18.88508, -1.70397], [5.93019, -13.48935, -10.90121], [5.10164, -12.90017, -7.73649], [4.70971, -16.32696, -11.72874], [8.32027, -20.19463, -4.33134], [8.85293, -15.76110, -6.53687], [3.68219, -16.02752, -9.24021], [9.38352, -19.08791, -4.29837], [10.74912, -16.16697, -5.14352], [3.15994, -21.21734, -1.47788], [5.08023, -14.37043, -10.01390], [8.76547, -15.14232, -1.07722], [6.75171, -19.94205, -10.76655], [0.84540, -20.27312, -6.07054], [0.38850, -21.35894, -5.04685], [3.18784, -15.14092, -6.76415], [2.08236, -21.36135, -1.39446], [3.51774, -21.14948, -0.44741], [9.32731, -14.88956, -3.05708], [8.07749, -15.48893, 0.95252], [12.58972, -15.16593, -5.58680], [0.59018, -18.29590, -6.78616], [2.74217, -16.10730, -6.45855], [4.07452, -15.06790, -6.09170], [-0.61840, -21.61560, -5.29319], [3.39393, -18.16311, -9.46762], [8.25007, -18.90913, -1.61651], [4.92885, -17.44301, -11.57423], [9.99973, -19.24041, -5.24864], [1.07778, -22.21631, -5.22076], [2.53389, -14.33682, -6.54700], [11.38980, -13.46328, -7.08954], [0.58742, -18.39744, -4.97409], [5.13909, -18.80334, -3.12352], [2.34075, -17.36194, -8.26938], [5.86816, -13.96038, -11.88587], [5.67542, -12.41608, -10.89728], [1.36448, -20.37196, -8.07816], [3.61156, -22.06396, -1.90499], [2.10487, -17.22211, -9.99976], [5.45660, -19.29546, -1.47383], [9.15344, -14.14007, -0.94705], [5.93529, -12.34249, -8.10894], [11.19524, -16.68125, -4.28036], [5.38258, -13.31703, -6.74920], [-0.80049, -19.01492, -5.90556], [1.70494, -19.19791, -1.36170], [7.01118, -13.44928, -10.63095], [7.90326, -15.97174, -6.99608], [0.42431, -20.94470, -4.00894], [4.28640, -12.22658, -7.58065], [-0.43222, -20.34351, -7.79464], [7.65855, -17.89289, 0.42733], [10.02318, -19.09597, -3.39988], [3.81533, -16.20444, -12.35556], [0.63670, -21.81101, -7.49980], [5.58102, -15.77764, -12.18807], [2.59396, -18.08821, -2.45322], [9.11774, -14.09587, -7.88654], [3.10260, -18.39542, -0.81843], [5.52951, -20.56560, -2.81303]], "forces_ev_per_angstrom": [[-1.1, -0.8, 0.1], [-1.0, -1.3, 1.7], [1.7, 2.0, -2.2], [-2.1, 1.8, 1.2], [-0.7, 1.0, 0.4], [-1.6, 0.0, -1.9], [0.0, -0.2, 0.1], [0.1, 0.0, -0.2], [-0.1, 0.6, 0.1], [-0.3, -1.0, 0.0], [-0.8, -1.7, 2.8], [0.9, 0.6, -0.7], [0.0, 0.1, -1.0], [0.6, 0.8, -0.6], [-1.0, -0.2, 0.3], [1.6, 0.2, 1.6], [1.0, -0.1, 0.7], [-1.3, -0.4, -0.3], [-0.5, 1.6, 1.3], [1.4, -0.5, 1.4], [-0.2, -0.7, 0.8], [0.4, -1.0, 1.2], [-0.2, 0.0, -0.1], [-0.7, 0.0, 1.3], [-0.5, -1.5, -1.3], [-1.0, 0.0, 0.1], [0.8, -0.2, -0.2], [-0.2, -0.4, 0.8], [-0.6, -0.7, -0.6], [0.1, -1.5, -1.2], [0.0, 1.6, -0.4], [0.4, -0.8, -1.5], [1.4, 0.9, 1.1], [1.8, 2.4, -0.5], [0.6, -0.5, 0.5], [-0.1, -1.7, -0.4], [0.6, -0.3, 1.4], [-1.6, -0.3, -0.9], [1.0, 0.8, -1.3], [0.8, 0.5, -0.4], [1.8, -1.9, -1.3], [0.9, 0.2, -0.3], [0.5, 0.8, 0.0], [-0.2, -0.2, 1.4], [0.6, 1.3, -0.6], [1.8, -1.2, 2.0], [1.0, 0.4, 1.7], [1.1, 1.4, 0.0], [2.2, -1.0, -0.7], [0.0, 0.1, -0.4], [0.2, 0.3, 0.0], [-0.5, -0.5, -0.3], [0.2, 0.0, -0.4], [-0.2, 0.5, 0.2], [0.0, 0.4, 0.0], [0.0, 0.5, -0.6], [-0.6, 0.2, 0.0], [-0.8, -0.4, 0.0], [0.1, 0.0, 0.4], [-0.1, 0.4, -0.5], [-0.2, 1.5, -0.6], [-0.6, 0.2, 1.3], [-0.6, 0.5, 0.5], [-0.8, 0.9, 0.4], [-0.3, -0.6, -0.4], [-0.1, 0.0, -0.6], [0.2, -0.3, -0.1], [-0.1, -0.2, 0.1], [0.2, 0.8, -0.3], [-0.5, -0.3, -0.3], [-0.3, 0.3, -0.2], [0.5, -1.4, -0.6], [-1.4, 0.2, -1.0], [0.0, -0.5, -0.3], [-0.4, 0.2, 0.3], [0.7, 0.4, -0.4], [-0.1, 0.0, -0.5], [0.0, 0.3, -0.3], [-0.6, 0.3, -0.1], [-1.2, -0.6, -0.1], [-0.2, -0.3, 0.0], [-0.5, -0.1, 0.4], [0.2, -0.6, -0.7], [-0.6, 0.7, 0.3], [0.5, -0.4, 0.1], [0.3, 0.0, 0.4], [-0.2, -0.4, -0.5], [0.2, -0.2, -0.1], [-0.4, 0.0, -0.2], [-0.8, -1.1, 0.0], [-0.4, 0.0, 0.1], [-0.2, -0.1, -0.1], [0.2, -0.4, -0.3], [0.1, 0.7, 0.1]]}



{"formula": "C33H45NO22", "method": "ωB97M-V/def2-TZVPD", "spin_multiplicity": 1, "homo_ev": -8.97, "energy_ev": -81463.5163, "orbital_gap_ev": 7.1743, "elements": ["O", "O", "O", "O", "O", "O", "O", "O", "O", "O", "O", "O", "O", "O", "O", "O", "O", "O", "O", "O", "O", "O", "N", "C", "C", "C", "C", "C", "C", "C", "C", "C", "C", "C", "C", "C", "C", "C", "C", "C", "C", "C", "C", "C", "C", "C", "C", "C", "C", "C", "C", "C", "C", "C", "C", "C", "H", "H", "H", "H", "H", "H", "H", "H", "H", "H", "H", "H", "H", "H", "H", "H", "H", "H", "H", "H", "H", "H", "H", "H", "H", "H", "H", "H", "H", "H", "H", "H", "H", "H", "H", "H", "H", "H", "H", "H", "H", "H", "H", "H", "H"], "xyz": [[5.95109, 5.99126, 6.12930], [4.95153, 2.01802, -2.87740], [-0.53459, 5.60552, -0.25635], [-2.34116, -10.86647, -4.28137], [-1.46227, -8.93472, -3.71503], [-0.17280, 3.46015, 0.04593], [-1.44038, 4.35415, 5.57180], [-0.78748, 0.11738, 5.82406], [-4.50471, -2.05068, -2.08694], [-0.06135, -10.61552, -4.41576], [0.19236, 5.56324, 6.64462], [-2.86926, -6.10805, -9.08688], [4.32426, 7.23730, 5.09033], [4.07264, 0.08627, -3.44374], [-2.58942, 0.37368, 7.22618], [-1.81149, 5.02379, 7.63061], [-1.79309, -1.64703, 6.89840], [0.38450, -3.44964, -3.59894], [4.10674, 6.44079, 7.23435], [-2.26768, -4.30694, -9.86291], [-0.34399, 4.81598, 1.89283], [6.35245, 0.33723, -3.57813], [-2.96645, -4.75542, -8.95417], [-2.19150, -12.20619, -4.74712], [2.81990, 7.05234, 7.29947], [-1.63686, -0.33884, 6.57325], [-2.54631, 1.77731, 6.97699], [-2.96860, 0.82076, -3.08723], [-2.54332, -0.75302, -3.31815], [-1.84680, -4.81102, -5.86270], [-0.34555, 1.53532, -3.85629], [-1.17487, -10.18292, -4.16312], [0.11933, -0.02656, -4.07167], [4.22230, -1.25345, -3.90950], [-0.59378, 4.28310, 4.42621], [-0.90780, 5.03424, 6.61833], [-3.56286, -3.18139, -4.28222], [-4.91352, -3.87229, -4.95751], [-2.01674, -3.63500, -4.73065], [-0.34985, 4.64469, 0.68390], [-1.38325, 5.70776, 8.80660], [5.23894, 0.76982, -3.32549], [-0.32162, -8.09619, -3.54205], [-0.73521, 6.91435, 0.27360], [-1.85547, 2.01544, -3.34832], [0.03465, 2.34988, 0.91681], [-4.66566, -5.02836, -6.10985], [-3.64945, -1.99040, -3.11148], [-2.89779, -6.71627, -7.71748], [-0.85203, -2.52195, 6.27944], [-1.00331, -1.19047, -3.80155], [4.75064, 6.61938, 6.05326], [6.09218, 2.85655, -2.70442], [-0.74014, -2.82843, -4.01150], [6.74393, 6.09576, 4.94835], [-3.15785, -5.54280, -6.57424], [-1.11960, 3.71787, 3.65193], [0.33592, 3.75672, 4.66530], [-1.58661, -12.79262, -4.04799], [0.16834, -2.27130, 6.58701], [6.77183, 2.43443, -1.95712], [-0.94938, -2.48502, 5.18962], [0.94172, 2.49129, 1.51329], [1.21194, -0.28967, -4.40687], [2.90168, 8.13752, 7.18009], [7.68012, 5.55801, 5.12114], [0.19478, -7.94533, -4.49555], [-5.61213, -5.50353, -6.62280], [4.66394, -1.26689, -4.91116], [-0.48512, 5.23834, 9.22080], [-2.11982, 3.16671, -3.17750], [6.98257, 7.14271, 4.73498], [-3.35116, 2.24698, 7.54893], [-3.18594, -12.65737, -4.80361], [-5.95386, -3.47002, -4.60319], [-0.76954, -5.14417, -6.17780], [0.14108, 7.23823, 0.84438], [3.22786, -1.70462, -3.96599], [0.16440, 1.45631, 0.30008], [2.15194, 6.62758, 6.54317], [-1.07019, -3.54119, 6.60990], [-4.08601, 1.02145, -2.75338], [-1.84996, -7.22305, -7.49184], [-1.74986, -12.21963, -5.74879], [-1.59367, 2.19983, 7.31243], [-1.63640, 6.94546, 0.89446], [0.41419, 2.43254, -4.06294], [4.82719, -1.83988, -3.21037], [-0.83577, 2.19852, 1.56337], [-0.87206, 7.60152, -0.56577], [2.39719, 6.84579, 8.28654], [5.74539, 3.82868, -2.34362], [-1.20514, 6.76683, 8.59394], [0.35803, -8.51832, -2.79475], [6.60858, 3.00741, -3.65792], [-0.38410, 5.28521, 4.03844], [-0.66841, -7.12406, -3.18124], [-3.69404, -7.59544, -7.63644], [-2.71139, 1.98611, 5.91504], [6.23284, 5.63277, 4.09806], [-2.18257, 5.63588, 9.54929]], "forces_ev_per_angstrom": [[-0.8, 0.4, 0.1], [0.0, -1.0, -0.3], [0.1, -0.9, 0.6], [0.8, 0.7, 0.1], [0.0, -1.1, -0.4], [-0.2, 1.2, 0.4], [0.3, 0.7, 1.5], [-1.2, -0.7, 1.0], [5.1, 0.6, -6.5], [-1.6, 0.6, 0.3], [-1.6, -0.7, 0.1], [-0.3, -1.8, 2.7], [0.7, -0.9, 1.3], [0.8, 0.7, 0.1], [0.7, -0.9, -0.4], [0.5, -0.1, -0.8], [0.0, 1.0, -0.1], [-7.0, 4.0, -2.9], [0.9, 0.0, -0.9], [-2.6, -0.1, 2.8], [0.1, -0.1, -2.3], [-1.7, 0.6, 0.4], [3.3, 1.3, -4.3], [0.0, -0.5, -0.2], [-0.6, 0.2, -0.1], [0.2, 0.3, -0.2], [0.0, 0.6, -0.1], [3.5, -1.3, -1.1], [1.9, 1.9, -0.6], [-3.3, 0.9, 1.2], [-2.3, -1.6, 0.7], [0.5, -0.1, 0.0], [-4.3, 0.9, 1.4], [0.0, -0.5, -0.2], [0.3, 0.0, -0.4], [0.2, 0.0, -0.4], [0.6, -1.8, -1.9], [4.9, -1.0, -1.0], [-3.0, -1.3, -1.4], [0.1, -0.1, 0.1], [0.1, 0.2, 0.4], [0.5, -0.2, -0.1], [0.4, 0.4, 0.1], [-0.1, 0.5, 0.2], [1.0, -4.7, -0.6], [0.1, -0.5, 0.3], [2.6, 1.4, 1.6], [-2.5, -0.3, 3.1], [-0.3, -0.2, 1.9], [0.3, -0.3, -0.2], [-1.1, 2.8, 0.3], [-0.4, 0.2, -0.2], [0.4, 0.3, 0.1], [3.5, -1.9, 1.5], [0.3, 0.0, -0.4], [-0.4, 3.0, 3.3], [-0.1, 0.2, 0.6], [-0.1, 0.2, 0.0], [0.0, 0.2, -0.2], [-0.2, 0.1, -0.2], [-0.1, 0.0, -0.3], [0.1, 0.1, 0.2], [-0.3, 0.1, 0.0], [-2.5, 0.6, 0.8], [0.0, -0.2, -0.1], [-0.3, 0.0, 0.2], [0.0, -0.2, 0.2], [2.2, 1.0, 1.1], [0.1, 0.0, 0.3], [-0.1, 0.2, -0.2], [0.7, -3.0, -0.5], [-0.2, -0.2, -0.1], [0.1, -0.3, 0.0], [0.1, 0.4, 0.1], [2.2, -1.1, -0.9], [-2.3, 0.7, 0.7], [-0.2, -0.1, 0.0], [0.1, 0.3, 0.1], [-0.1, 0.4, -0.1], [0.3, 0.2, 0.2], [-0.2, 0.3, 0.1], [2.7, -0.4, -0.8], [-2.1, 1.4, -0.7], [0.1, 0.0, 0.3], [-0.2, -0.1, -0.2], [0.3, 0.0, 0.0], [-1.7, -2.4, 0.5], [0.0, 0.2, -0.2], [0.2, 0.1, 0.0], [0.1, -0.4, 0.0], [0.3, -0.1, -0.2], [-0.2, -0.3, -0.1], [0.1, -0.2, 0.0], [0.0, 0.0, -0.3], [0.0, -0.2, 0.2], [0.0, -0.4, 0.3], [-0.2, -0.3, -0.1], [1.5, 2.2, -0.4], [0.2, 0.0, 0.2], [0.0, 0.2, 0.1], [0.0, -0.1, -0.4]]}



The LUMO energy results, record by record, are as follows: 3.9, -1.8 eV.
The energy above the lowest of the compared OMol25 structures with the same formula, charge and spin results, record by record, are as follows: 0.6811, 19.8265 eV.